1.
A molecular structure, C7H10AlBClO5. Source: OMol25; level of theory: ωB97M-V/def2-TZVPD.

```
25
Properties=species:S:1:pos:R:3:forces:R:3
C -0.442414 3.199195 0.365773 -0.7 -1.1 -0.1
C 0.130473 2.162337 0.042061 -0.6 0.1 0.0
C 0.645433 0.692242 -0.363822 0.9 2.5 1.0
C -0.108018 0.463517 -1.747141 0.1 -0.3 -0.9
C 0.900816 -0.112320 -2.845550 0.3 2.6 -0.2
O 1.524805 0.676109 -3.512218 -1.0 -1.8 0.9
Cl 1.115140 -1.887875 -3.170401 -0.4 0.7 0.5
O 2.057646 0.720606 -0.512322 -1.5 -0.7 0.4
Al 3.010284 -0.164703 0.837191 -1.9 -0.5 -0.1
O 1.411949 -0.632680 1.667811 0.3 1.4 -1.3
C 0.246618 -0.156746 0.947252 0.7 -1.0 1.4
B -0.653293 -1.499453 0.825385 -0.2 -1.2 0.0
O -0.201346 -2.701703 1.473326 -1.3 1.4 -0.3
O -1.915243 -1.598046 0.151511 0.6 1.1 1.3
C -2.804641 -0.527578 0.601851 0.0 -0.4 0.0
H -1.238823 3.913151 0.699941 1.7 -0.9 -0.6
H -0.384468 1.493442 -2.141930 0.6 -1.4 0.3
H -1.074010 -0.112198 -1.686959 1.2 0.2 0.2
H 3.583938 -1.584222 0.356845 0.3 0.1 -0.2
H 4.037644 0.686512 1.716711 0.0 0.2 -0.1
H -0.223939 0.570679 1.681708 -0.1 -0.6 -1.0
H -0.494312 -2.694051 2.408459 0.5 0.0 -0.8
H -3.852653 -0.917790 0.425592 1.2 0.7 0.2
H -2.615917 0.449164 0.052697 -0.3 -1.1 0.7
H -2.640668 -0.386870 1.719106 -0.5 0.2 -1.3
```
Positions in Å, forces in eV/Å.

The total charge is -1. The energy is -1376.48917 hartree. As for the LUMO energy: 2.872 eV. The HOMO-LUMO gap comes out at 7.766 eV.



2.
A molecular structure, C32H36As2N5O2Tc. Source: OMol25; level of theory: ωB97M-V/def2-TZVPD.

```
78
Properties=species:S:1:pos:R:3:forces:R:3
Tc -1.202166 -0.677890 -0.081414 0.9 0.0 0.2
C -5.275038 -1.976581 0.430757 -0.1 -0.1 -0.1
C -3.896452 -1.519049 0.795124 0.3 0.1 0.2
O -3.130161 -1.250409 -0.190002 -0.7 -0.2 -0.3
C -3.561621 -1.418811 2.153523 0.1 0.0 -0.1
C -2.353945 -0.972368 2.705106 0.2 0.1 0.0
C -2.224040 -0.877407 4.195373 0.0 0.0 0.0
N -1.316114 -0.642147 1.934762 0.3 0.1 0.5
N -0.204356 -0.111152 2.603376 -0.6 -0.2 0.0
C 0.845630 0.120660 1.947591 0.3 -0.2 -0.3
O 0.872858 -0.140674 0.523153 0.0 0.2 0.6
C 2.051354 0.702592 2.590605 0.0 -0.2 -0.3
C 2.268008 0.452461 3.942770 0.0 -0.1 0.1
C 3.405658 0.935767 4.569387 0.0 0.0 0.1
C 4.339896 1.669875 3.852866 0.0 0.1 -0.1
C 4.112765 1.954597 2.511530 0.0 0.0 0.0
C 2.970910 1.478828 1.885139 -0.1 -0.1 -0.1
H -5.408936 -1.934945 -0.649627 0.0 0.0 0.1
H -6.019917 -1.342672 0.914254 0.0 -0.1 0.0
H -5.432097 -3.001605 0.774834 0.0 0.1 0.0
H -4.337608 -1.689432 2.856068 0.0 0.0 0.0
H -3.140987 -1.205328 4.678246 0.0 0.0 0.0
H -2.004138 0.149983 4.485590 0.0 0.0 0.0
H -1.391332 -1.489329 4.545689 0.0 0.0 0.0
H 1.542108 -0.137593 4.490940 0.1 0.1 0.0
H 3.566464 0.737861 5.622903 0.0 0.0 -0.1
H 5.245513 2.019519 4.334889 -0.1 0.0 0.0
H 4.825679 2.546762 1.949906 0.0 0.0 0.0
H 2.795301 1.714519 0.843743 0.0 0.0 -0.1
C -2.997646 3.720853 -0.629369 -0.2 -0.1 -0.1
As -1.539669 2.498842 -0.182225 0.2 0.1 0.0
C -0.629188 3.652334 1.114553 -0.1 0.0 0.0
C -0.409214 2.822412 -1.758748 -0.1 0.2 0.1
C 0.182922 4.066678 -1.971515 0.1 0.0 0.0
C 0.965594 4.299886 -3.095998 0.0 -0.1 0.0
C 1.151837 3.286282 -4.031091 0.0 0.1 0.1
C 0.547513 2.051135 -3.839265 0.1 0.1 0.0
C -0.228641 1.817125 -2.707006 0.0 -0.1 -0.1
As -1.161588 0.138162 -2.443122 -0.4 -0.1 -0.5
C -0.583315 -0.957373 -3.932472 0.1 -0.1 0.0
C -2.919694 0.672623 -3.083733 0.0 -0.1 0.0
H -2.597279 4.670581 -0.982702 0.0 0.0 0.0
H -3.601045 3.889305 0.262253 0.0 0.0 0.0
H -3.629683 3.283609 -1.404158 0.0 0.1 0.1
H -0.990090 4.676105 1.028997 0.0 0.0 0.0
H 0.442017 3.634687 0.946931 0.2 0.0 0.0
H -0.830353 3.287012 2.119667 0.0 0.0 0.0
H 0.037812 4.865506 -1.252293 0.0 0.0 0.0
H 1.420289 5.272254 -3.245999 0.0 -0.1 0.0
H 1.756063 3.460497 -4.913971 0.0 0.0 0.1
H 0.686461 1.274997 -4.581252 0.0 0.0 0.0
H -0.852719 -0.511664 -4.885212 0.0 0.1 -0.1
H -1.082607 -1.919276 -3.837240 0.0 0.0 0.0
H 0.492273 -1.117896 -3.887975 0.1 0.0 0.0
H -2.838884 1.180530 -4.038870 0.0 0.1 -0.1
H -3.372874 1.336790 -2.352457 0.0 0.0 0.0
H -3.547297 -0.210141 -3.182342 0.0 -0.1 0.0
N 6.431359 -2.888511 -2.135506 -0.3 0.1 0.1
C 5.447013 -2.470232 -1.708938 0.0 -0.1 -0.1
C 4.217515 -1.936738 -1.165378 0.2 -0.1 0.0
C 3.574787 -0.879415 -1.802374 0.0 0.0 -0.2
C 2.442455 -0.317675 -1.240599 0.1 0.3 -0.2
C 1.975537 -0.811985 -0.043577 -0.2 0.3 0.3
C 2.549351 -1.909239 0.565851 -0.1 0.0 0.4
C 3.685759 -2.466817 0.008273 0.1 0.0 0.0
H 3.977634 -0.481773 -2.724933 0.0 0.0 0.0
H 1.943871 0.525985 -1.705891 0.1 0.0 0.0
H 2.118383 -2.315980 1.473978 0.1 0.1 0.0
H 4.169773 -3.306919 0.487938 0.0 0.0 0.0
N -0.195940 -5.092808 -0.697478 -0.1 0.0 0.1
C -0.893589 -5.180240 0.489059 0.1 0.0 -0.1
C -0.990937 -3.903125 0.944442 0.1 0.2 -0.1
N -0.359322 -3.041873 0.058940 -0.2 -0.1 0.0
C 0.100995 -3.793649 -0.918997 -0.1 0.0 0.2
H 0.053768 -5.863249 -1.290205 0.0 -0.1 -0.1
H -1.246963 -6.118375 0.892232 0.1 0.2 -0.1
H -1.469705 -3.541957 1.845089 0.1 0.0 -0.2
H 0.654037 -3.443296 -1.782418 -0.1 -0.1 0.2
```
Positions in Å, forces in eV/Å.

The spin multiplicity is 4. Its energy above the lowest of the compared OMol25 structures with the same formula, charge and spin is 20.7 kcal per mole. The total charge is +1. The energy is -6217.35753 hartree. As for the LUMO energy (alpha / beta): -2.443 / -2.866 eV. The HOMO-LUMO gap (alpha / beta) comes out at 7.057 / 6.972 eV.



3.
A single C15H21NO3S molecule. Source: OMol25; level of theory: ωB97M-V/def2-TZVPD.

```
41
Properties=species:S:1:pos:R:3:forces:R:3
C 2.822612 3.455880 -3.722368 -0.1 0.0 -0.1
C 1.542526 2.754266 -4.182042 0.2 0.1 0.1
C 1.202311 1.627525 -3.250918 -0.1 0.0 -0.1
C 0.372930 1.837289 -2.155642 0.0 0.0 -0.1
C 0.094774 0.815826 -1.267047 0.1 -0.2 0.1
C 0.645160 -0.447887 -1.458610 0.1 0.1 -0.3
C 0.376105 -1.602140 -0.556498 -0.1 0.2 0.2
O 0.414541 -2.757190 -0.935753 0.1 -0.2 -0.1
N 0.072921 -1.272169 0.725234 0.0 0.2 0.2
C -0.153268 -2.288551 1.725887 -0.2 -0.5 -0.1
C -1.494060 -3.018088 1.511903 0.1 0.1 0.0
C -2.670600 -2.069494 1.356595 -0.1 0.0 0.4
S -2.975144 -1.062892 2.857678 -0.2 0.2 -0.2
C -2.806171 0.615246 2.177230 0.0 -0.5 0.1
C -0.085696 -1.737227 3.141331 0.2 -0.1 0.0
O -0.176502 -2.425061 4.120936 0.1 0.0 -0.1
O 0.147275 -0.415253 3.178621 0.2 0.1 -0.3
C 0.170562 0.162057 4.478012 0.0 0.0 0.3
C 1.460614 -0.665952 -2.565715 -0.1 -0.1 0.2
C 1.741176 0.360738 -3.444416 0.0 0.0 0.1
H 3.072467 4.270587 -4.397752 0.1 0.1 0.0
H 2.693921 3.861383 -2.721207 0.0 0.0 0.1
H 3.652853 2.753590 -3.702548 0.1 0.0 0.0
H 0.724533 3.476911 -4.206175 0.0 0.0 -0.1
H 1.688206 2.367603 -5.192484 -0.1 0.0 0.0
H -0.066249 2.812932 -2.001093 -0.1 0.1 0.0
H -0.578068 1.006624 -0.442473 -0.1 0.0 0.1
H 0.199485 -0.329098 1.053368 0.1 0.0 -0.1
H 0.634691 -3.052637 1.644090 -0.1 0.2 0.1
H -1.654187 -3.681286 2.362994 0.0 -0.1 0.0
H -1.410073 -3.616696 0.602968 0.0 0.0 0.1
H -2.507526 -1.377901 0.532097 -0.1 0.0 -0.1
H -3.580940 -2.639910 1.172237 0.1 0.0 -0.1
H -3.452787 0.724165 1.311585 0.0 0.1 -0.1
H -1.768577 0.806522 1.918264 0.0 0.1 0.0
H -3.121297 1.298467 2.959338 0.0 0.1 0.0
H 0.905990 -0.345718 5.103787 -0.1 0.1 0.0
H 0.434491 1.207978 4.343450 0.0 0.0 0.0
H -0.814294 0.066041 4.939652 0.1 0.0 0.0
H 1.865317 -1.655141 -2.717899 0.0 -0.1 0.0
H 2.379975 0.178660 -4.296617 0.1 0.0 -0.1
```
Positions in Å, forces in eV/Å.

Its energy above the lowest of the compared OMol25 structures with the same formula, charge and spin is 8.7 kcal per mole. The energy is -1262.88039 hartree. As for the SMILES: CCc1ccc(C(=O)N[C@H](CCSC)C(=O)OC)cc1. As for the LUMO energy: 0.576 eV. The HOMO-LUMO gap comes out at 9.235 eV.